The following is a quantum chemistry calculation of a molecular structure, C14H6AlN2O9S, from the OMol25 dataset.

Structure (XYZ):
```
33
Properties=species:S:1:pos:R:3
Al 0.017 0.060 0.036
O -0.890 -2.778 -2.587
C -0.672 -2.282 -1.505
O -0.364 -1.019 -1.340
C -0.745 -3.119 -0.255
C -1.067 -4.448 -0.409
C -1.152 -5.276 0.698
C -0.918 -4.788 1.964
C -0.594 -3.459 2.135
C -0.493 -2.561 1.031
O -0.190 -1.316 1.195
N -0.363 -3.035 3.529
O -0.075 -1.885 3.756
O -0.478 -3.894 4.397
N -1.493 -6.686 0.533
O -1.558 -7.381 1.532
O -1.696 -7.097 -0.595
H -1.250 -4.827 -1.404
H -0.985 -5.435 2.822
O 0.877 2.580 2.936
C 0.705 2.317 1.768
O 0.387 1.108 1.367
C 0.849 3.379 0.709
C 1.188 4.652 1.177
C 1.354 5.724 0.326
C 1.178 5.529 -1.042
C 0.843 4.280 -1.521
C 0.670 3.178 -0.666
S 0.244 1.681 -1.506
H 1.316 4.764 2.246
H 1.617 6.699 0.715
H 1.302 6.354 -1.734
H 0.705 4.122 -2.584
```

Output
Max |F| (hartree/bohr): 0.009
HOMO (eV): -5.6958
Total charge: -1
Multiplicity: 1

Here are the Löwdin charges for atoms 1 to 2, given in e: Al 0.07; O 0.09

=====

The following is a quantum chemistry calculation of C10H12N2 in the gas phase at a distorted geometry, from the OMol25 dataset.

Structure (XYZ):
```
24
Properties=species:S:1:pos:R:3
C -1.075 -1.445 0.146
C -1.433 -0.048 -0.213
C -2.725 0.335 0.371
C -0.884 0.561 -1.454
C -0.149 0.859 -0.191
C -0.572 2.099 0.394
N -1.037 3.034 0.869
C 1.155 0.206 0.028
C 1.699 -0.182 1.225
C 3.033 -0.642 0.934
C 3.266 -0.453 -0.422
N 2.046 0.053 -0.976
H -1.987 -1.986 0.325
H -0.360 -1.447 0.989
H -0.529 -1.967 -0.747
H -3.571 0.636 -0.321
H -2.707 1.182 1.006
H -3.038 -0.496 0.920
H -1.634 1.292 -1.672
H -0.227 0.029 -2.287
H 1.265 -0.296 2.212
H 3.535 -1.079 1.711
H 4.128 -0.601 -0.923
H 1.799 0.356 -1.924
```

Output
Max |F| (hartree/bohr): 0.088
Relative energy (zero: lowest compared OMol25 entry of this formula, charge and spin) (eV): 2.620
HOMO (eV): -8.5397
Total charge: 0
Multiplicity: 1
SMILES string: CC1(C)C[C@]1(C#N)c1ccc[nH]1

Here are the Löwdin charges for atoms 1 to 2, given in e: C -0.03; C -0.45

=====

The following is a quantum chemistry calculation of a gas-phase ion, C4H9N2S (charge +1) at a distorted geometry, from the OMol25 dataset.

Structure (XYZ):
```
16
Properties=species:S:1:pos:R:3
C -0.730 0.099 -2.181
C 1.550 1.460 -1.534
C -0.022 -0.630 -0.028
C -0.744 -1.394 2.286
N -0.686 -0.197 -0.970
N -0.527 -0.247 1.399
S 0.537 1.024 -2.900
H -1.515 -0.206 -2.834
H 2.488 0.942 -1.603
H 1.195 1.213 -0.532
H 1.794 2.493 -1.706
H 0.186 -1.964 2.296
H -0.840 -1.192 3.353
H -1.576 -2.019 1.765
H 0.230 0.301 1.731
H -1.339 0.316 1.460
```

Output
Max |F| (hartree/bohr): 0.057
Relative energy (zero: lowest compared OMol25 entry of this formula, charge and spin) (eV): 4.112
HOMO (eV): -12.6566
Total charge: +1
Multiplicity: 1

Here are the Löwdin charges for atoms 1 to 2, given in e: C -0.39; C -0.37

=====

The following is a quantum chemistry calculation of 4 unconnected molecules or ions with the total composition C2H13NO4 at a distorted geometry, from the OMol25 dataset.

Structure (XYZ):
```
20
Properties=species:S:1:pos:R:3
C 0.367 -0.269 -1.958
O -0.976 -0.775 -2.160
C 0.978 -0.677 -0.482
N 1.076 -2.077 -0.067
H 1.123 -0.661 -2.788
H 0.440 0.903 -2.114
H -1.195 -0.607 -3.165
H 1.791 0.018 -0.359
H 0.108 -0.383 0.154
H 2.011 -2.510 -0.115
H 0.490 -2.577 -0.748
H -1.413 0.003 2.564
H -1.296 1.354 1.985
O -1.174 0.913 2.862
H -2.743 0.467 0.090
H -1.774 0.709 -1.007
O -2.097 1.128 -0.195
H 1.999 2.222 2.521
H 0.708 1.414 2.770
O 1.577 1.405 2.211
```

Output
Max |F| (hartree/bohr): 0.098
Relative energy (zero: lowest compared OMol25 entry of this formula, charge and spin) (eV): 1.883
HOMO (spin up / spin down) (eV): -14.0656 / -14.0521
Total charge: +1
Multiplicity: 2

Here are the Löwdin charges for atoms 1 to 2, given in e: C -0.18; O -0.12

=====

The following is a quantum chemistry calculation of C5H12O in the gas phase, from the OMol25 dataset.

Structure (XYZ):
```
18
Properties=species:S:1:pos:R:3
C 1.996 -0.113 -0.558
C 0.799 -0.720 0.172
C -0.503 0.063 -0.066
C -1.705 -0.711 0.487
C -0.414 1.473 0.543
O -0.700 0.253 -1.472
H 1.719 0.097 -1.595
H 2.852 -0.795 -0.556
H 2.320 0.830 -0.104
H 0.990 -0.777 1.252
H 0.644 -1.754 -0.168
H -1.718 -0.716 1.582
H -1.687 -1.755 0.146
H -2.637 -0.259 0.131
H 0.432 1.564 1.232
H -1.321 1.732 1.095
H -0.273 2.210 -0.250
H -0.795 -0.623 -1.871
```

Output
Max |F| (hartree/bohr): 0.005
Relative energy (zero: lowest compared OMol25 entry of this formula, charge and spin) (eV): 0.116
HOMO (eV): -10.1688
Total charge: 0
Multiplicity: 1
SMILES string: CCC(C)(C)O

Here are the Löwdin charges for atoms 1 to 2, given in e: C -0.10; C -0.21

=====

The following is a quantum chemistry calculation of a gas-phase ion, C6H11BrN4O (charge +2) at a distorted geometry, from the OMol25 dataset.

Structure (XYZ):
```
23
Properties=species:S:1:pos:R:3
H -0.411 -3.510 1.185
N -0.545 -2.489 1.457
N 0.183 -1.626 0.920
C 0.465 -0.486 0.459
N 1.219 0.502 0.918
C 1.856 0.651 2.193
C 1.419 1.502 -0.134
N 0.146 1.316 -0.917
C -0.069 -0.112 -1.011
C -1.555 -0.449 -1.149
C -2.126 -1.138 -2.159
O -2.085 0.243 -0.117
Br -3.703 -0.274 0.705
H 2.975 0.383 2.134
H 1.855 1.740 2.473
H 1.316 0.088 2.927
H 1.455 2.498 0.287
H 2.245 1.188 -0.869
H -0.586 1.723 -0.448
H 0.308 1.811 -1.831
H 0.436 -0.799 -1.689
H -3.127 -1.427 -2.191
H -1.670 -1.335 -3.141
```

Output
Max |F| (hartree/bohr): 0.105
Relative energy (zero: lowest compared OMol25 entry of this formula, charge and spin) (eV): 1.179
HOMO (eV): -16.7416
Total charge: +2
Multiplicity: 1
SMILES string: [H]/N=N/C1=[N+](C)C[NH2+][C@@H]1C(=C)OBr

Here are the Löwdin charges for atoms 1 to 2, given in e: H 0.17; N 0.31

=====

Calculated values (eV) of electronic energy for the records, taken in order: -53458.6692 -13542.1818 -18099.4145 -11954.4598 -7427.1954 -84427.7887.